1.
The following is a quantum chemistry calculation of a structure of composition C40H43BaNO2PS4 in a non-equilibrium geometry, from the OMol25 dataset.

Output
HOMO level ... -9.177 eV
Relative energy (zero: lowest compared OMol25 entry of this formula, charge and spin) ... 158.3 kJ/mol
M ... 866.4 g/mol
Energy ... -3714.6595 a.u.
Gap between HOMO and LUMO ... 5.9671 eV
Net charge ... +1

Geometry (Å):
Ba: 0.396 0.583 -0.159
C: 0.443 -0.772 -5.043
C: 1.869 -0.390 -4.700
S: 2.050 1.208 -3.835
C: 1.637 2.382 -5.181
C: 1.028 3.673 -4.665
S: -0.367 3.476 -3.506
C: -1.625 2.753 -4.626
C: -2.921 2.477 -3.887
S: -2.743 1.372 -2.439
C: -3.153 -0.286 -3.081
C: -2.245 -0.813 -4.174
S: -0.551 -1.084 -3.536
H: 0.441 -1.683 -5.644
H: -0.050 0.018 -5.609
H: 2.474 -0.349 -5.607
H: 2.299 -1.118 -4.012
H: 0.957 1.876 -5.865
H: 2.562 2.611 -5.713
H: 0.684 4.281 -5.504
H: 1.762 4.239 -4.093
H: -1.207 1.838 -5.040
H: -1.807 3.470 -5.430
H: -3.662 2.034 -4.554
H: -3.315 3.407 -3.474
H: -4.187 -0.266 -3.426
H: -3.082 -0.923 -2.198
H: -2.195 -0.121 -5.012
H: -2.625 -1.771 -4.536
C: 1.665 -2.407 3.676
C: 2.775 -2.198 2.873
C: 3.046 -0.926 2.404
C: 2.224 0.148 2.736
C: 1.128 -0.064 3.566
C: 0.855 -1.341 4.028
P: 2.716 1.754 1.994
C: 3.993 2.164 3.251
C: 3.809 1.887 4.603
C: 4.838 2.101 5.501
C: 6.058 2.593 5.060
C: 6.241 2.885 3.720
C: 5.213 2.677 2.817
C: 1.271 2.802 2.356
C: 1.321 3.883 3.231
C: 0.227 4.728 3.330
C: -0.918 4.465 2.597
C: -0.966 3.365 1.749
C: 0.137 2.543 1.583
H: 1.444 -3.401 4.043
H: 3.431 -3.021 2.626
H: 3.906 -0.740 1.768
H: 0.484 0.758 3.851
H: 0.009 -1.503 4.679
H: 2.861 1.505 4.953
H: 4.693 1.872 6.546
H: 6.859 2.757 5.765
H: 7.191 3.268 3.375
H: 5.351 2.912 1.771
H: 2.211 4.076 3.816
H: 0.279 5.595 3.970
H: -1.775 5.124 2.669
H: -1.877 3.176 1.191
C: -3.803 -4.817 -0.603
O: -2.804 -4.111 0.104
C: -1.595 -3.950 -0.492
C: -1.344 -4.164 -1.842
C: -0.056 -4.067 -2.339
C: 0.997 -3.727 -1.508
C: 0.763 -3.503 -0.165
C: -0.521 -3.613 0.353
N: -0.722 -3.559 1.741
C: -1.767 -3.068 2.397
C: -2.625 -2.043 2.006
C: -3.879 -1.947 2.669
C: -4.764 -0.950 2.401
C: -4.407 0.056 1.478
C: -3.193 0.037 0.865
C: -2.237 -1.003 1.070
O: -1.095 -0.951 0.537
H: -4.617 -4.964 0.104
H: -3.430 -5.791 -0.937
H: -4.170 -4.242 -1.457
H: -2.153 -4.416 -2.512
H: 0.126 -4.280 -3.381
H: 2.000 -3.664 -1.898
H: 1.575 -3.266 0.506
H: -0.035 -4.069 2.285
H: -1.936 -3.508 3.377
H: -4.132 -2.737 3.361
H: -5.725 -0.914 2.890
H: -5.105 0.852 1.265
H: -2.910 0.826 0.182



2.
The following is a quantum chemistry calculation of a cluster of 12 separate species, C39H87N9O15 in total in a non-equilibrium geometry, from the OMol25 dataset.

Output
HOMO level (spin up / spin down) ... 0.314 / -7.362 eV
M ... 922.2 g/mol
Multiplicity ... 2
Energy ... -3159.4616 a.u.
Gap between HOMO and LUMO (spin up / spin down) ... 1.3495 / 8.9875 eV
Net charge ... -1

Geometry (Å):
C: -0.593 4.756 -2.562
O: -1.144 5.065 -3.569
N: -1.249 4.387 -1.417
C: -0.599 4.208 -0.087
C: -2.722 4.255 -1.379
H: 0.496 4.713 -2.406
H: -0.796 3.222 0.333
H: -1.044 4.975 0.548
H: 0.488 4.233 -0.170
H: -3.125 4.247 -0.366
H: -3.221 4.889 -2.112
H: -2.938 3.289 -1.836
C: 1.643 -4.138 -5.102
O: 2.669 -4.482 -5.636
N: 1.478 -3.203 -4.176
C: 0.203 -2.571 -4.001
C: 2.502 -2.782 -3.207
H: 0.662 -4.459 -5.483
H: -0.172 -3.145 -3.153
H: -0.448 -2.514 -4.873
H: 0.432 -1.572 -3.631
H: 2.217 -2.991 -2.175
H: 3.380 -3.422 -3.298
H: 2.797 -1.734 -3.165
C: 3.148 -5.123 -0.407
O: 2.723 -4.260 0.366
N: 2.415 -5.908 -1.238
C: 2.965 -7.037 -1.928
C: 0.999 -5.824 -1.251
H: 4.212 -5.373 -0.532
H: 2.358 -7.938 -1.842
H: 4.017 -7.243 -1.730
H: 3.095 -6.849 -2.994
H: 0.471 -6.552 -0.635
H: 0.626 -4.853 -0.924
H: 0.568 -5.782 -2.252
C: -6.557 1.532 0.776
O: -5.471 1.957 0.412
N: -6.848 0.259 0.936
C: -8.102 -0.274 1.320
C: -5.783 -0.743 0.717
H: -7.386 2.193 1.071
H: -8.970 0.247 0.917
H: -8.261 -0.365 2.394
H: -8.251 -1.295 0.969
H: -5.548 -1.347 1.593
H: -6.130 -1.496 0.009
H: -4.797 -0.358 0.457
C: -0.277 3.395 3.407
O: -0.574 4.623 3.479
N: 0.954 2.981 3.038
C: 2.041 3.906 2.636
C: 1.297 1.606 2.682
H: -0.978 2.587 3.667
H: 1.892 4.907 3.043
H: 2.285 3.954 1.574
H: 2.854 3.565 3.276
H: 1.550 1.540 1.624
H: 2.239 1.297 3.134
H: 0.506 0.901 2.937
C: 4.922 0.390 -5.655
O: 4.452 0.540 -6.753
N: 5.076 1.362 -4.776
C: 6.034 1.327 -3.608
C: 4.632 2.696 -5.170
H: 5.366 -0.565 -5.335
H: 6.155 2.329 -3.195
H: 7.091 1.067 -3.663
H: 5.522 0.650 -2.924
H: 4.619 2.824 -6.252
H: 3.647 2.935 -4.769
H: 5.278 3.528 -4.887
C: 6.596 3.264 2.843
O: 6.842 4.381 2.391
N: 5.917 2.395 2.056
C: 5.629 2.578 0.631
C: 5.574 1.022 2.495
H: 6.830 2.930 3.866
H: 5.944 1.682 0.095
H: 5.968 3.461 0.089
H: 4.562 2.620 0.414
H: 4.517 0.759 2.498
H: 6.190 0.273 1.998
H: 5.863 0.948 3.544
C: -5.047 0.235 -5.525
O: -5.572 0.715 -6.524
N: -5.044 0.926 -4.334
C: -4.311 0.381 -3.147
C: -6.006 2.022 -4.089
H: -4.550 -0.746 -5.585
H: -3.865 -0.516 -3.577
H: -4.874 0.054 -2.273
H: -3.531 1.074 -2.832
H: -6.386 1.997 -3.067
H: -5.348 2.844 -4.368
H: -6.805 2.012 -4.830
C: 6.198 -1.930 -0.353
O: 5.516 -1.477 -1.259
N: 7.502 -1.639 -0.312
C: 8.410 -2.563 0.505
C: 8.219 -0.731 -1.238
H: 5.823 -2.644 0.396
H: 9.270 -2.759 -0.134
H: 7.869 -3.458 0.811
H: 8.778 -2.119 1.430
H: 9.165 -0.541 -0.732
H: 8.549 -1.181 -2.174
H: 7.880 0.303 -1.315
O: -0.438 -1.990 0.363
C: -0.562 -0.868 -0.034
O: 0.414 -0.062 -0.387
C: 1.732 -0.525 -0.268
C: 2.605 0.588 -0.883
C: -1.899 -0.177 -0.051
H: 1.953 -1.538 -0.605
H: 1.941 -0.696 0.788
H: 3.635 0.354 -0.614
H: 2.400 1.546 -0.404
H: 2.466 0.620 -1.963
H: -2.561 -0.688 -0.751
H: -1.739 0.888 -0.218
H: -2.252 -0.365 0.964
O: -3.369 -1.610 3.469
C: -3.114 -2.757 3.578
O: -3.167 -3.398 4.757
C: -3.445 -2.683 5.973
C: -4.971 -2.552 6.165
C: -2.818 -3.568 2.350
H: -3.041 -1.671 5.950
H: -3.196 -3.263 6.862
H: -5.455 -1.805 5.536
H: -5.217 -2.115 7.134
H: -5.311 -3.587 6.163
H: -1.836 -3.990 2.564
H: -2.608 -2.898 1.516
H: -3.454 -4.404 2.059
O: -7.653 1.097 5.318
C: -7.180 2.139 4.844
O: -6.044 2.260 4.200
C: -5.113 1.207 4.119
C: -3.738 1.682 3.568
C: -7.820 3.469 4.996
H: -5.553 0.418 3.509
H: -5.018 0.586 5.011
H: -3.715 2.532 2.886
H: -3.335 0.888 2.938
H: -2.935 1.771 4.299
H: -8.588 3.553 5.765
H: -8.312 3.833 4.093
H: -6.949 4.070 5.257